Model P:
C5H10N2O | the ωB97M-V functional and the def2-TZVPD basis

- LUMO level (eV) = 0.7
- E_HOMO (eV) = -7.857
- HOMO-LUMO gap (hartree) = 0.3150

Last column: Löwdin charge in e.
Positions of all 18 atoms, in Å:
C (0.886, -1.371, -1.590)  -0.0282
C (-0.166, 1.921, 0.849)  -0.0336
N (-0.623, 1.115, -1.371)  0.0933
C (0.936, -0.378, -0.460)  -0.3567
C (-0.612, 0.821, -0.070)  -0.4753
N (-0.779, -0.706, 1.871)  0.0732
C (-0.748, -0.505, 0.484)  -0.2026
O (1.940, -0.034, 0.098)  0.0881
H (-1.169, 0.443, -1.910)  0.0384
H (-0.123, -0.139, 2.391)  0.0786
H (-0.703, -1.674, 2.151)  0.0860
H (-1.323, -1.225, -0.089)  0.1338
H (1.679, -1.139, -2.300)  0.0911
H (-0.071, -1.361, -2.107)  0.0679
H (1.053, -2.372, -1.194)  0.0939
H (0.704, 1.654, 1.450)  0.0755
H (-0.979, 2.157, 1.538)  0.0909
H (0.097, 2.794, 0.259)  0.0856

---

Model Q:
C5H10N2O | the ωB97M-V functional and the def2-TZVPD basis

- LUMO level (eV) = 0.6
- SMILES string = Cc1c[nH]cn1.CO
- E_HOMO (eV) = -7.826
- HOMO-LUMO gap (hartree) = 0.3084

Last column: Löwdin charge in e.
Positions of all 18 atoms, in Å:
C (3.018, -0.638, -1.581)  -0.0654
C (1.746, -0.008, -1.258)  -0.3678
C (0.841, -0.404, -0.211)  -0.0706
N (-0.295, 0.341, -0.417)  0.0343
C (-0.042, 1.139, -1.580)  -0.1796
N (1.176, 0.969, -2.055)  0.0705
H (3.652, -0.291, -0.728)  0.0960
H (3.523, -0.270, -2.475)  0.0804
H (2.849, -1.638, -1.689)  0.0402
H (1.136, -0.942, 0.662)  0.0989
H (-1.110, 0.141, 0.165)  0.0890
H (-0.725, 1.797, -2.152)  0.1149
C (-2.829, -0.365, 2.377)  -0.1209
O (-2.351, 0.629, 1.455)  -0.1917
H (-3.019, 0.178, 3.246)  0.0506
H (-2.072, -1.147, 2.502)  0.0783
H (-3.800, -0.712, 1.813)  0.1280
H (-1.698, 1.220, 1.925)  0.1147

---

Stability ranking, top entry: model Q; the second entry is 20.8 kcal/mol less favorable.

---

Model P:
C4H11NO | the ωB97M-V functional and the def2-TZVPD basis

- LUMO level (eV) = 0.9
- SMILES string = C=CC.NCO
- E_HOMO (eV) = -8.536
- HOMO-LUMO gap (hartree) = 0.3472

Last column: Löwdin charge in e.
Positions of all 17 atoms, in Å:
C (-2.696, 0.287, 0.881)  -0.0517
C (-1.366, 0.361, 0.806)  -0.2384
C (-0.651, 1.692, 1.238)  -0.0926
H (-3.530, 0.021, 0.207)  0.0517
H (-3.212, 1.111, 1.532)  0.0735
H (-0.702, -0.490, 0.723)  0.0658
H (0.197, 1.667, 0.530)  0.0652
H (-1.298, 2.479, 0.883)  0.0520
H (-0.700, 1.758, 2.305)  0.0622
N (2.400, -1.789, -0.684)  0.0113
C (1.666, -0.659, -1.281)  -0.3717
O (0.298, -0.969, -1.391)  -0.0918
H (2.122, -1.690, 0.291)  0.0674
H (3.396, -1.664, -0.864)  0.0710
H (1.949, 0.389, -0.997)  0.1223
H (1.921, -0.670, -2.376)  0.1111
H (0.203, -1.834, -1.802)  0.0929

---

Model Q:
C4H11NO | the ωB97M-V functional and the def2-TZVPD basis

- LUMO level (eV) = 0.8
- SMILES string = CC(N)=O.CC
- E_HOMO (eV) = -9.992
- HOMO-LUMO gap (hartree) = 0.3968

Last column: Löwdin charge in e.
Positions of all 17 atoms, in Å:
C (1.532, -0.788, -1.846)  -0.0030
C (0.216, -1.288, -1.312)  -0.5728
N (-0.266, -2.456, -1.855)  0.1439
O (-0.430, -0.711, -0.462)  0.0332
H (1.903, -1.374, -2.683)  0.0707
H (2.251, -0.750, -1.030)  0.0894
H (1.373, 0.235, -2.176)  0.0856
H (-0.875, -2.993, -1.258)  0.1045
H (0.273, -2.977, -2.525)  0.0880
C (-0.991, 1.720, 1.182)  -0.1839
C (-0.522, 1.582, 2.613)  -0.1764
H (-1.212, 0.744, 0.735)  0.0257
H (-1.904, 2.286, 0.990)  0.0617
H (-0.192, 2.115, 0.553)  0.0600
H (0.074, 2.430, 2.968)  0.0560
H (0.146, 0.743, 2.820)  0.0593
H (-1.376, 1.482, 3.286)  0.0581

---

Stability ranking, top entry: model Q; the second entry is 84.0 kcal/mol less favorable.

---

Model P:
C4H11NO | the ωB97M-V functional and the def2-TZVPD basis

- LUMO level (eV) = 0.9
- SMILES string = NCCCCO
- E_HOMO (eV) = -9.166
- HOMO-LUMO gap (hartree) = 0.3703

Last column: Löwdin charge in e.
Positions of all 17 atoms, in Å:
N (-2.305, 0.206, 0.598)  -0.0049
C (-1.263, -0.790, 0.402)  -0.2916
C (-0.343, -0.545, -0.826)  -0.2139
C (0.577, 0.642, -0.727)  -0.2076
C (1.654, 0.568, 0.376)  -0.2768
O (2.623, -0.428, 0.173)  -0.0459
H (-2.749, 0.516, -0.255)  0.0620
H (-1.957, 1.008, 1.095)  0.0562
H (-1.636, -1.811, 0.408)  0.0982
H (-0.618, -0.725, 1.285)  0.0947
H (0.213, -1.472, -0.971)  0.1077
H (-1.031, -0.333, -1.653)  0.1061
H (1.036, 0.714, -1.720)  0.1133
H (0.055, 1.593, -0.593)  0.1082
H (2.166, 1.529, 0.332)  0.1118
H (1.133, 0.491, 1.328)  0.1048
H (2.446, -1.164, 0.748)  0.0777

---

Model Q:
C4H11NO | the ωB97M-V functional and the def2-TZVPD basis

- LUMO level (eV) = 0.9
- SMILES string = CC=O.CCN
- E_HOMO (eV) = -9.149
- HOMO-LUMO gap (hartree) = 0.3711

Last column: Löwdin charge in e.
Positions of all 17 atoms, in Å:
C (-2.565, -0.149, 0.615)  -0.0571
C (-2.153, 0.443, -0.705)  -0.3466
O (-2.276, -0.110, -1.768)  0.0392
H (-2.268, -1.188, 0.667)  0.0812
H (-2.141, 0.432, 1.430)  0.0701
H (-3.647, -0.086, 0.703)  0.0834
H (-1.761, 1.458, -0.697)  0.1100
C (1.769, -1.184, -0.087)  -0.0938
C (1.113, 0.193, -0.154)  -0.3440
N (1.990, 1.289, 0.258)  -0.0205
H (2.562, -1.167, -0.837)  0.0682
H (1.080, -1.925, -0.510)  0.0688
H (2.131, -1.418, 0.909)  0.0670
H (0.198, 0.298, 0.427)  0.0778
H (0.854, 0.433, -1.140)  0.0830
H (2.788, 1.504, -0.317)  0.0567
H (2.325, 1.175, 1.206)  0.0569

---

Model R:
C4H11NO | the ωB97M-V functional and the def2-TZVPD basis

- LUMO level (eV) = 0.9
- SMILES string = C1CCNC1.O
- E_HOMO (eV) = -8.351
- HOMO-LUMO gap (hartree) = 0.3395

Last column: Löwdin charge in e.
Positions of all 17 atoms, in Å:
C (1.505, 0.489, 0.105)  -0.1694
C (1.033, -0.347, -1.062)  -0.1998
C (0.484, -1.650, -0.462)  -0.2384
N (-0.119, -1.175, 0.765)  -0.0839
C (0.670, -0.084, 1.293)  -0.2256
H (2.558, 0.419, 0.349)  0.0983
H (1.204, 1.523, -0.050)  0.0976
H (1.628, -0.461, -1.965)  0.1045
H (0.134, 0.122, -1.478)  0.1051
H (1.307, -2.350, -0.280)  0.1066
H (-0.243, -2.085, -1.134)  0.1036
H (-0.316, -1.920, 1.410)  0.1028
H (1.391, -0.456, 2.042)  0.1007
H (0.084, 0.645, 1.850)  0.0996
O (-3.746, 2.098, -0.260)  -0.0681
H (-4.543, 2.604, -0.488)  0.0369
H (-3.032, 2.628, -0.632)  0.0296

---

Stability ranking, top entry: model P; the second entry is 1.8 kcal/mol less favorable.

---

Model P:
C4H11NO | the ωB97M-V functional and the def2-TZVPD basis

- LUMO level (eV) = 0.8
- SMILES string = C=CNCC.O
- E_HOMO (eV) = -7.430
- HOMO-LUMO gap (hartree) = 0.3024

Last column: Löwdin charge in e.
Positions of all 17 atoms, in Å:
C (0.590, 2.502, -0.831)  -0.0318
C (0.638, 1.696, 0.350)  -0.2235
N (-0.182, 0.605, 0.554)  -0.0751
C (-0.121, -0.062, 1.885)  -0.2924
C (-0.822, -1.414, 1.925)  -0.1123
H (1.451, 2.898, -1.268)  -0.0146
H (-0.316, 2.735, -1.450)  0.0376
H (1.393, 1.868, 1.060)  0.0792
H (-1.194, 0.552, 0.175)  0.1749
H (-0.814, 0.572, 2.475)  0.1033
H (0.908, -0.156, 2.239)  0.1113
H (-1.575, -1.298, 2.836)  0.1183
H (0.096, -2.002, 2.012)  0.0592
H (-1.162, -1.928, 1.023)  0.0665
O (0.007, -2.366, -4.431)  -0.0724
H (0.281, -1.432, -4.449)  0.0403
H (0.823, -2.767, -4.105)  0.0316

---

Model Q:
C4H11NO | the ωB97M-V functional and the def2-TZVPD basis

- LUMO level (eV) = 0.8
- SMILES string = C[C@H](O)CCN
- E_HOMO (eV) = -9.198
- HOMO-LUMO gap (hartree) = 0.3678

Last column: Löwdin charge in e.
Positions of all 17 atoms, in Å:
C (2.145, 0.459, -0.274)  -0.0529
C (0.788, -0.225, -0.280)  -0.4673
O (0.652, -0.979, -1.482)  -0.0358
C (-0.365, 0.751, -0.068)  -0.1745
C (-1.717, 0.070, 0.001)  -0.2738
N (-2.071, -0.375, 1.363)  -0.0100
H (2.128, 1.177, -1.107)  0.0864
H (2.910, -0.261, -0.568)  0.0781
H (2.381, 0.991, 0.641)  0.0780
H (0.728, -0.903, 0.580)  0.1375
H (0.662, -1.909, -1.248)  0.0908
H (-0.155, 1.293, 0.858)  0.1156
H (-0.366, 1.532, -0.833)  0.1193
H (-2.508, 0.722, -0.369)  0.0991
H (-1.680, -0.814, -0.644)  0.1037
H (-2.194, -1.376, 1.402)  0.0541
H (-1.339, -0.154, 2.027)  0.0517

---

Stability ranking, top entry: model Q; the second entry is 59.3 kcal/mol less favorable.

---

Model P:
C4H11NO | the ωB97M-V functional and the def2-TZVPD basis

- LUMO level (eV) = 1.0
- SMILES string = CC(C)NCO
- E_HOMO (eV) = -8.756
- HOMO-LUMO gap (hartree) = 0.3577

Last column: Löwdin charge in e.
Positions of all 17 atoms, in Å:
C (1.224, 0.024, -0.957)  -0.0486
C (0.481, -0.691, 0.184)  -0.5087
C (-0.447, -1.810, -0.357)  -0.0825
N (-0.333, 0.173, 0.871)  -0.0583
C (-0.866, 1.544, 0.455)  -0.2514
O (0.068, 2.538, 0.783)  -0.0332
H (2.223, 0.193, -0.630)  0.0672
H (0.905, -0.505, -1.885)  0.0899
H (0.858, 1.025, -1.129)  0.0448
H (1.289, -1.290, 0.781)  0.1505
H (-0.712, -2.484, 0.477)  0.0736
H (-1.376, -1.341, -0.624)  0.0686
H (0.172, -2.437, -1.057)  0.0908
H (-1.215, -0.254, 1.200)  0.1063
H (-1.090, 1.595, -0.675)  0.1424
H (-1.729, 1.508, 1.057)  0.0918
H (0.548, 2.211, 1.505)  0.0569

---

Model Q:
C4H11NO | the ωB97M-V functional and the def2-TZVPD basis

- LUMO level (eV) = -4.0
- E_HOMO (eV) = -7.787
- HOMO-LUMO gap (hartree) = 0.1405

Last column: Löwdin charge in e.
Positions of all 17 atoms, in Å:
C (1.178, 0.357, 2.025)  -0.0121
C (1.908, -0.556, 1.301)  0.0127
N (-1.872, 0.440, 0.842)  0.1672
C (-1.484, -0.252, -0.368)  -0.3451
C (-1.254, 0.650, -1.595)  -0.0760
H (1.587, 0.945, 2.825)  0.0551
H (0.171, 0.199, 2.133)  0.0007
H (2.729, -1.297, 1.583)  0.0990
H (-2.837, 0.182, 0.931)  0.0359
H (-2.134, -1.176, -0.701)  0.1334
H (-0.478, -0.801, -0.184)  0.1165
H (-0.144, 0.857, -1.597)  0.0618
H (-1.911, 1.472, -1.551)  0.0525
H (-1.373, 0.090, -2.485)  0.0659
H (1.654, -0.461, 0.176)  0.0214
H (2.667, -0.271, -1.721)  0.0316
O (1.592, -0.379, -1.615)  -0.4204

---

Stability ranking, top entry: model P; the second entry is 208.0 kcal/mol less favorable.

---

Model P:
C2H6NP | the ωB97M-V functional and the def2-TZVPD basis

- LUMO level (eV) = 1.0
- SMILES string = C1=NC1.P
- E_HOMO (eV) = -9.973
- HOMO-LUMO gap (hartree) = 0.4046

Last column: Löwdin charge in e.
Positions of all 10 atoms, in Å:
C (0.416, 1.066, -0.396)  -0.1475
N (0.814, 0.409, 0.611)  0.1209
C (1.791, 0.963, -0.359)  -0.2129
H (-0.443, 1.290, -0.878)  0.0731
H (2.334, 0.261, -1.002)  0.0819
H (2.546, 1.692, -0.053)  0.0838
P (-2.193, -1.812, 0.860)  0.6016
H (-0.774, -1.623, 1.034)  -0.1851
H (-2.181, -1.828, -0.525)  -0.2122
H (-2.309, -0.418, 0.709)  -0.2035

---

Model Q:
C2H6NP | the ωB97M-V functional and the def2-TZVPD basis

- LUMO level (spin up / spin down) (eV) = 0.5 / 0.5
- E_HOMO (spin up / spin down) (eV) = -7.116 / -7.116
- HOMO-LUMO gap (spin up / spin down) (hartree) = 0.2782 / 0.2783

Last column: Löwdin charge in e.
Positions of all 10 atoms, in Å:
C (0.695, -1.438, -0.397)  -0.4531
C (0.292, 0.926, -0.023)  -0.0774
N (0.588, -0.261, 0.343)  -0.6165
P (0.733, -1.427, 1.411)  0.8519
H (0.000, -1.813, -1.134)  0.0694
H (1.609, -1.591, -0.935)  0.0484
H (-2.563, 1.402, 0.693)  0.0601
H (-0.017, 1.673, 0.654)  0.0282
H (0.491, 1.168, -1.067)  0.0893
H (-1.829, 1.361, 0.456)  -0.0002

---

Stability ranking, top entry: model P; the second entry is 18.1 kcal/mol less favorable.